# 1
DFT (ωB97M-V/def2-TZVPD) results for a 21-piece molecular cluster, C64H181N11O21 overall.

The geometry in XYZ format:
```
277
Properties=species:S:1:pos:R:3
C -9.16693 12.28400 4.96031
C -7.90520 12.78702 4.26118
O -7.41941 11.77815 3.43340
H -10.07469 12.14639 4.37284
H -9.43848 13.11335 5.61341
H -8.96781 11.38030 5.53633
H -7.15216 13.06135 4.99994
H -8.14639 13.68130 3.68657
H -6.94963 12.06525 2.64697
C -13.19836 13.70963 6.40555
C -11.99473 14.09766 7.27672
O -11.28087 15.17853 6.68056
H -12.85578 13.45811 5.40182
H -13.95073 14.49760 6.43945
H -13.59451 12.75971 6.76446
H -11.33420 13.25679 7.48823
H -12.39167 14.42240 8.23854
H -11.52947 15.99875 7.11303
C -3.93761 19.48860 5.25670
C -3.19436 20.27609 4.22183
O -1.84579 20.48342 4.58975
H -3.95829 19.98462 6.22709
H -3.58942 18.45908 5.34001
H -4.97557 19.53538 4.92722
H -3.58225 21.29353 4.17221
H -3.32473 19.81143 3.24449
H -1.54155 21.21145 4.04293
C -10.63505 12.66583 1.14192
C -12.07460 13.06048 0.98257
O -12.19978 14.41735 1.22914
H -10.42855 12.84835 2.19650
H -9.95099 13.20652 0.48785
H -10.59615 11.59647 0.93441
H -12.63154 12.62225 1.81073
H -12.47835 12.72751 0.02642
H -12.01810 14.63135 2.14717
C -8.18426 14.59876 -1.75579
C -8.90333 14.09721 -2.96344
O -9.98694 14.94622 -3.25717
H -8.77039 14.83096 -0.86662
H -7.44345 15.34043 -2.05450
H -7.68095 13.73519 -1.32102
H -9.37470 13.13627 -2.75728
H -8.25739 13.87547 -3.81297
H -10.57518 14.90284 -2.49975
C -9.60777 16.73773 4.52742
C -10.55317 16.43793 3.39537
O -11.27313 15.25921 3.77967
H -10.10567 16.91267 5.48114
H -9.04032 17.64595 4.32436
H -8.99297 15.86091 4.73065
H -10.12048 16.34757 2.39902
H -11.14882 17.34549 3.29727
H -11.39905 15.30527 4.73026
C -6.67705 12.51540 9.74564
C -7.42862 13.45165 8.81968
O -8.84988 13.49773 9.05460
H -6.86150 12.82338 10.77483
H -5.59521 12.53713 9.61430
H -6.99027 11.47962 9.87658
H -7.28775 13.09378 7.79978
H -7.08784 14.48596 8.86632
H -9.04508 14.43502 9.12515
C -6.83456 16.80194 2.03204
C -6.63450 16.77993 0.52017
O -5.57997 15.92316 0.14356
H -6.00575 17.32112 2.51332
H -6.99498 15.81734 2.47130
H -7.71450 17.36376 2.34534
H -6.44808 17.72168 0.00397
H -7.59755 16.50521 0.08987
H -5.59110 15.81355 -0.81009
C -13.77947 15.49667 -2.90073
C -13.01500 14.50201 -2.04429
O -11.97017 15.17827 -1.39663
H -13.33363 15.58346 -3.89159
H -13.75738 16.51245 -2.50601
H -14.82733 15.27803 -3.10635
H -12.74466 13.63844 -2.65196
H -13.74189 14.13785 -1.31826
H -12.01869 14.93127 -0.47022
C -12.47152 18.67610 -0.11376
C -12.99747 19.39852 1.10787
O -11.90127 19.80439 1.90189
H -11.93871 19.35722 -0.77731
H -13.28580 18.21237 -0.67055
H -11.81235 17.87229 0.21405
H -13.67708 18.73663 1.64464
H -13.61356 20.26809 0.87902
H -12.22102 20.31858 2.64685
C -4.43516 13.80797 3.09740
C -4.76814 13.02334 1.79997
C -4.38759 11.53028 1.89944
O -3.03085 11.37909 2.17726
C -2.52729 10.00084 2.11032
N -6.18420 13.28501 1.41344
H -4.88121 14.80238 3.08056
H -3.35502 13.88687 3.22057
H -4.78887 13.26808 3.97575
H -4.23173 13.48377 0.97029
H -4.69984 11.16090 0.92264
H -4.93175 10.95024 2.64479
H -3.01513 9.34147 2.82820
H -1.48019 10.00891 2.41300
H -2.57122 9.61907 1.09031
H -6.23154 12.73507 0.56761
H -6.21901 14.22262 1.03958
C -14.61272 16.32616 2.62782
C -15.73148 15.90883 1.73034
C -15.91295 16.84392 0.52448
O -16.04742 18.21417 0.97205
C -16.35220 19.15904 -0.07557
N -15.54180 14.54757 1.44201
H -14.85042 17.32363 2.99748
H -13.63373 16.40198 2.15459
H -14.42912 15.73051 3.52202
H -16.67403 15.89597 2.27764
H -16.81006 16.44637 0.04988
H -15.08442 16.71094 -0.17119
H -17.39967 19.04885 -0.35623
H -15.70180 18.90544 -0.91269
H -16.14289 20.17809 0.24974
H -14.55199 14.43499 1.27553
H -15.60029 14.07194 2.33109
C -3.74271 19.04126 0.29193
C -4.77344 20.09878 -0.04596
C -5.43327 20.88823 1.08011
O -6.03619 19.91682 1.92632
C -6.85243 20.51446 3.00075
N -4.19223 20.89161 -1.08151
H -2.77911 19.42699 0.62479
H -3.64328 18.39380 -0.57928
H -4.13382 18.40078 1.08244
H -5.55640 19.55590 -0.57545
H -6.07970 21.62784 0.60766
H -4.64225 21.36803 1.65646
H -7.35632 19.72834 3.56308
H -7.61006 21.08092 2.45926
H -6.42161 21.35438 3.54574
H -4.79816 21.59079 -1.48660
H -3.99158 20.38318 -1.93082
C -8.31751 16.35300 11.60548
C -9.61678 15.97808 10.88173
C -10.77587 16.86092 11.49236
O -12.05928 16.64777 10.89578
C -12.48954 15.31047 10.95254
N -9.57563 16.24226 9.44355
H -7.44394 15.90447 11.13241
H -8.31331 16.14007 12.67447
H -8.14410 17.42799 11.55633
H -9.88771 14.92671 10.97827
H -10.47996 17.89381 11.30884
H -10.83055 16.73198 12.57332
H -12.30503 14.97904 11.97441
H -11.87379 14.74441 10.25359
H -13.53814 15.20515 10.67428
H -9.33493 17.20221 9.24193
H -10.49144 16.22926 9.01785
C -10.53621 18.19919 -3.68224
C -9.04877 18.41561 -3.36861
C -8.75012 18.60607 -1.87164
O -9.38743 19.76949 -1.43692
C -9.19058 20.05698 -0.07920
N -8.31191 17.25136 -3.88089
H -10.76407 17.92151 -4.71135
H -11.12085 19.07627 -3.40471
H -10.98818 17.43534 -3.04950
H -8.63423 19.28728 -3.87500
H -7.68103 18.56368 -1.66340
H -9.20977 17.77624 -1.33479
H -9.70408 20.93432 0.31408
H -8.12540 20.24989 0.04841
H -9.44621 19.19760 0.54066
H -8.82858 16.41910 -3.63494
H -7.39951 17.17479 -3.45454
C -14.13387 10.47712 8.29875
C -13.46094 9.24852 7.70689
C -12.81978 9.59975 6.30450
O -13.92169 9.74381 5.37059
C -13.50998 10.34429 4.10593
N -12.53075 8.79768 8.66101
H -13.39963 11.28217 8.26892
H -14.65013 10.24762 9.23090
H -14.90722 10.83330 7.61819
H -14.13094 8.39736 7.58550
H -12.10599 8.85380 5.95500
H -12.29379 10.55248 6.36573
H -14.25990 10.37773 3.31562
H -12.69814 9.74925 3.68765
H -13.12369 11.32900 4.36905
H -12.07085 8.03708 8.18135
H -11.86828 9.54982 8.78557
C -7.83368 20.75593 7.86811
C -8.15970 19.31319 8.16373
C -6.91242 18.43866 8.48434
O -6.21224 18.92176 9.64452
C -5.11756 18.07068 9.94487
N -9.12198 19.26687 9.24453
H -7.19457 20.81430 6.98707
H -7.29020 21.22105 8.69054
H -8.70451 21.35089 7.59284
H -8.65786 18.86060 7.30635
H -6.23510 18.39924 7.63123
H -7.16895 17.39275 8.65277
H -4.49425 18.50167 10.72835
H -4.40243 17.95539 9.13037
H -5.44280 17.05748 10.18095
H -9.79735 19.98188 9.01488
H -8.66789 19.48598 10.11968
C -2.18653 16.61209 7.39105
C -2.89187 15.28442 7.77061
C -4.07402 14.89658 6.86654
O -5.04877 15.95307 6.98927
C -6.05750 15.80421 6.01944
N -1.80766 14.24861 7.59385
H -1.41245 16.91191 8.09746
H -2.83849 17.47978 7.29018
H -1.78813 16.45125 6.38930
H -3.35232 15.22228 8.75662
H -4.49236 13.96588 7.24980
H -3.74154 14.83422 5.83036
H -6.77605 15.17668 6.54667
H -5.75524 15.28504 5.10994
H -6.69300 16.67829 5.87718
H -2.06607 13.33847 7.94737
H -1.00066 14.56065 8.11490
C -17.22078 14.05745 5.01580
C -17.14185 12.54847 4.58120
C -18.50374 11.85638 4.61635
O -19.46530 12.48044 3.77632
C -20.53313 11.60256 3.42179
N -16.64663 12.55588 3.21516
H -17.97773 14.55330 4.40813
H -16.23597 14.52435 4.99985
H -17.66295 14.12373 6.00988
H -16.39265 12.02646 5.17645
H -18.87829 11.76895 5.63624
H -18.31043 10.83895 4.27639
H -21.20057 12.06313 2.69344
H -21.09845 11.27587 4.29460
H -20.05915 10.79151 2.86893
H -17.45639 12.73586 2.63897
H -16.38637 11.61111 2.97069
C -10.07391 20.96964 4.94950
C -10.84890 22.21515 5.14666
C -12.41924 21.96392 5.26174
O -12.84758 21.24445 4.05856
C -14.26834 21.43994 3.79693
N -10.40528 22.86799 6.37801
H -10.29725 20.52120 3.98145
H -10.25717 20.21130 5.71070
H -8.99706 21.13462 4.98522
H -10.74021 22.89046 4.29800
H -12.93000 22.91791 5.39259
H -12.66025 21.35208 6.13104
H -14.58529 22.48157 3.84826
H -14.88049 20.87883 4.50299
H -14.57547 21.05184 2.82577
H -10.99040 23.66623 6.57940
H -9.49607 23.28933 6.25194
C -13.34666 18.05945 6.20064
C -13.37074 18.03446 7.74619
C -14.62374 17.33502 8.21950
O -15.78486 17.93168 7.59403
C -17.09995 17.27510 7.65949
N -12.10643 17.43756 8.29374
H -13.51423 17.07065 5.77370
H -12.39718 18.47635 5.86481
H -14.14841 18.69220 5.81993
H -13.33695 19.04209 8.16050
H -14.62191 17.43789 9.30463
H -14.63838 16.27812 7.95331
H -17.29420 17.02150 8.70163
H -17.16384 16.40325 7.00842
H -17.86478 17.97274 7.31825
H -11.48033 18.19393 8.53038
H -12.28389 17.04626 9.20780
```

Output
**Relative energy (zero: lowest compared OMol25 entry of this formula, charge and spin)**: 360.1 kJ/mol
**E_HOMO**: -8.54 eV
**Kohn-Sham gap**: 0.3289 hartree
**E**: -4728.978607 hartree
**LUMO**: 0.0149 Ha
**Total charge**: 0
**Maximum force**: 0.0525 Eh/bohr

***

# 2
DFT (ωB97M-V/def2-TZVPD) results for C64H46ClN2O2P2ReS as an isolated structure.

The geometry in XYZ format:
```
119
Properties=species:S:1:pos:R:3
Re 0.56080 -0.28499 -0.37434
Cl 2.75599 -0.84100 6.23169
C 2.12983 -1.55985 4.74470
C -0.00962 -2.08273 4.41370
C -0.46201 -2.53741 3.07953
C 0.15458 -1.78659 2.05904
O 0.08133 -1.94669 0.81143
C 2.53289 -1.25355 2.35470
C 3.23819 -0.76933 1.20004
N 2.70313 -0.33297 0.10823
C 3.58859 0.27886 -0.82491
C 4.65164 1.07233 -0.48478
C 5.50216 1.57711 -1.48770
C 5.30215 1.24646 -2.79841
C 4.23374 0.39186 -3.16055
C 4.03419 -0.10595 -4.46656
C 3.05169 -1.02657 -4.68345
C 2.21054 -1.39485 -3.61889
N 2.29532 -0.88055 -2.40699
C 3.34252 -0.04888 -2.16323
C 3.21486 -1.61398 3.66770
H -0.81625 -1.99320 5.13928
H -1.14454 -3.36356 2.90287
H 4.32692 -0.82207 1.23977
H 4.83852 1.32733 0.55377
H 6.32997 2.21522 -1.20313
H 5.96857 1.61487 -3.56972
H 4.69531 0.21142 -5.26615
H 2.90412 -1.47607 -5.65656
H 1.45112 -2.14395 -3.78086
H 4.20012 -1.24671 3.92531
O -1.68925 -0.12191 1.75258
S -1.67333 0.43276 0.36819
C -3.26612 0.05421 -0.29013
C -4.30761 0.52141 0.48951
C -5.64653 0.33636 0.13122
C -5.91753 -0.32507 -1.03962
C -7.22360 -0.65562 -1.71353
C -6.82760 -1.47989 -2.96721
C -5.32164 -1.52790 -2.93321
C -4.40733 -2.11690 -3.76248
C -3.04983 -2.01940 -3.42037
C -2.56347 -1.34880 -2.30696
P -0.75159 -1.42605 -2.10751
C -0.38818 -3.21190 -1.98287
C 0.91802 -3.62014 -1.67446
C 1.20718 -4.95613 -1.45390
C 0.19685 -5.90648 -1.50299
C -1.10610 -5.50942 -1.76162
C -1.40316 -4.17302 -1.99151
C -0.29951 -0.54184 -3.64373
C -0.04155 0.81808 -3.46656
C 0.20160 1.64505 -4.55144
C 0.19234 1.10965 -5.83246
C -0.04144 -0.24778 -6.01690
C -0.28534 -1.07449 -4.92847
C -3.48821 -0.70276 -1.46217
C -4.84958 -0.83996 -1.80207
C -1.84082 2.18953 0.59755
C -2.70315 2.97230 -0.14064
C -3.11199 4.24490 0.30085
C -2.69028 4.67319 1.53540
C -3.02648 5.89535 2.35271
C -2.20193 5.74280 3.66375
C -1.42620 4.46132 3.48858
C -0.49963 3.82254 4.27206
C 0.11646 2.65900 3.77396
C -0.24521 2.05874 2.57913
P 0.86233 0.86927 1.78130
C 1.10431 -0.77414 2.64374
C 0.88909 -0.84545 4.15984
C 1.26494 -2.85077 4.98006
C 1.58229 -4.04367 4.13725
C 2.27457 -3.93092 3.01035
C 3.06400 -2.71597 2.69936
C 2.37637 1.85835 1.94187
C 3.26497 1.77358 3.01275
C 4.28436 2.70997 3.13495
C 4.40053 3.74637 2.21691
C 3.50933 3.84137 1.15563
C 2.51092 2.88938 1.00848
C -1.26465 2.66042 1.80091
C -1.77074 3.88065 2.25480
H -4.07906 1.04452 1.41213
H -6.43251 0.72232 0.76860
H -7.75891 0.25693 -1.97967
H -7.88085 -1.21248 -1.04492
H -7.18728 -1.02597 -3.89114
H -7.24421 -2.48721 -2.93833
H -4.70403 -2.65998 -4.65192
H -2.34948 -2.53528 -4.06108
H 1.70621 -2.89020 -1.59617
H 2.22671 -5.25881 -1.24132
H 0.42079 -6.95205 -1.32970
H -1.90315 -6.24274 -1.78566
H -2.42944 -3.89626 -2.17207
H -0.03052 1.24026 -2.46257
H 0.39397 2.70194 -4.40420
H 0.37530 1.75005 -6.68713
H -0.03413 -0.67002 -7.01568
H -0.41945 -2.13798 -5.09346
H -3.12035 2.58574 -1.06451
H -3.79073 4.83022 -0.30778
H -4.09769 5.94310 2.54973
H -2.77357 6.81135 1.81669
H -2.84632 5.68226 4.54193
H -1.53804 6.59080 3.83321
H -0.18758 4.22600 5.22871
H 0.94262 2.25761 4.34705
H 0.58456 0.07886 4.63710
H 1.15485 -3.09996 6.03161
H 1.14587 -4.99409 4.43305
H 2.41234 -4.78087 2.35055
H 3.94888 -2.93625 2.11464
H 3.16499 0.99448 3.76232
H 4.97776 2.64156 3.96528
H 5.18286 4.48739 2.33612
H 3.59443 4.65388 0.44448
H 1.81792 2.95674 0.17768
```

Output
**E_HOMO (spin up / spin down)**: -14.77 / -14.80 eV
**Kohn-Sham gap (spin up / spin down)**: 0.2240 / 0.2097 hartree
**E**: -4344.856479 hartree
**LUMO (spin up / spin down)**: -0.3188 / -0.3341 Ha
**Total charge**: +3
**2S+1**: 2
**Maximum force**: 0.0401 Eh/bohr